The following is a DFT calculation (the ωB97M-V functional and the def2-TZVPD basis) of C13H32IIrN4S as an isolated structure in a non-equilibrium geometry.

Structure (XYZ):
```
52
Properties=species:S:1:pos:R:3:forces:R:3:mulliken_charge:R:1
C -13.673434 3.183985 -13.608606 -2.6 -1.2 -0.1 -0.7529
H -9.045892 1.543224 -18.877810 0.7 -0.1 -0.4 0.3075
C -9.920388 -2.267010 -10.932897 -1.8 0.2 -2.0 -0.8769
N -9.453352 1.999553 -16.106422 1.3 0.0 -1.6 -0.4022
H -13.952224 4.188738 -13.451088 0.1 1.1 0.0 0.3392
H -6.684088 2.828075 -11.073478 -0.1 0.1 0.1 0.3683
C -9.406186 -3.055649 -9.821586 0.5 -0.6 1.5 -0.4297
H -11.227709 -1.992980 -7.046471 -0.2 0.4 -0.6 0.3442
C -7.274230 1.950770 -10.788376 -0.4 1.6 -0.2 -0.9823
H -10.701950 2.909060 -17.635311 0.5 -0.3 0.4 0.4102
H -6.995008 0.209883 -9.628828 -0.7 -0.4 0.3 -0.0334
H -11.297667 1.488489 -16.860340 -0.5 -0.4 0.2 0.4161
N -8.728630 -0.796223 -17.374605 -0.3 -0.7 -1.1 -0.6105
H -9.986697 -3.809300 -7.865753 0.3 -0.3 -0.1 0.3409
H -10.840783 -0.658544 -17.750301 0.3 0.0 0.3 0.3485
H -8.518010 -2.576000 -9.475126 0.9 0.3 0.6 0.2490
H -10.091688 2.250860 -15.406458 -0.7 0.7 1.9 -0.0615
H -9.919028 -0.988020 -19.143047 0.4 0.2 -0.4 0.4569
H -9.077320 -4.012580 -10.220034 -0.2 -0.4 0.2 0.4189
H -6.115407 1.552830 -9.028961 -0.4 0.5 0.2 0.3998
N -8.563151 0.186203 -11.935459 0.0 -1.8 -0.1 0.1652
C -8.401564 -0.999416 -12.547231 -1.0 -0.1 1.5 0.6596
H -10.786734 -2.850931 -11.349226 0.5 0.9 0.2 0.2542
H -14.552748 2.466991 -13.559515 1.8 0.5 -0.1 0.3247
S -7.385637 -1.146220 -13.954991 0.7 -0.2 -0.7 -0.3388
H -9.738656 -1.381129 -7.692166 0.5 0.1 0.2 0.3028
C -9.904626 -0.378672 -18.246430 0.5 -0.6 1.0 -0.6302
I -11.758769 2.739723 -13.310232 0.8 -0.4 0.2 0.2291
H -4.425644 1.119356 -10.924328 0.8 1.4 0.1 0.3776
Ir -8.369969 0.274210 -15.431814 -0.8 -0.5 0.6 0.7383
C -5.197856 0.494625 -10.572819 -0.9 -1.3 -0.7 -1.2051
H -5.464567 -0.045358 -11.501203 0.1 -0.4 0.5 0.2126
H -7.868647 -0.764134 -17.950860 -0.5 0.2 0.3 0.3294
H -10.272419 -1.281088 -10.680024 -0.3 0.2 0.4 0.3501
C -10.394151 -3.163537 -8.635319 -0.6 -0.9 -0.9 -0.4975
H -8.912347 -1.794365 -17.289429 0.5 -0.1 0.6 0.3187
H -8.139357 2.342905 -10.255657 -0.1 0.0 0.3 0.4283
H -6.882873 1.183507 -12.739117 -0.7 0.1 0.0 0.7178
H -10.756282 1.183032 -19.243842 1.2 0.4 0.9 0.3072
H -8.815597 -2.986367 -12.503281 0.4 -0.2 -0.8 0.2875
C -7.754373 1.393983 -12.092665 0.0 -0.2 -0.6 -0.9192
C -9.921242 1.082020 -18.461773 -2.4 1.1 -1.0 -0.5326
C -10.676139 -1.829893 -7.987053 0.3 -0.4 0.6 -1.1175
H -8.451073 2.123293 -12.491829 0.3 0.4 -0.7 0.1512
H -11.113856 -1.122993 -8.667032 -0.8 0.3 0.0 0.3131
H -4.775242 -0.192065 -9.841936 0.2 -0.2 -0.3 0.3567
H -9.158519 0.141415 -11.116137 0.1 0.3 0.0 0.1335
C -6.452385 1.080997 -9.946046 1.6 -1.0 0.8 -0.0353
H -11.335171 -3.683562 -8.964512 0.7 0.6 0.2 0.3351
C -10.398150 1.909059 -17.264550 0.2 0.3 -1.2 -0.5946
N -8.988573 -2.109252 -12.061209 0.5 1.0 -0.3 -0.0674
H -8.759509 2.751739 -16.190895 -0.5 0.0 -0.3 0.3957
```
Positions in Å, forces in eV/Å.

Results
HOMO level (spin up / spin down)	-13.5 / -15.2	eV
expectation value of S²	6.015
molar mass	595.6	g/mol
net charge	+2
spin multiplicity	5
E	-1533.07158	Eh

=====

The following is a DFT calculation (the ωB97M-V functional and the def2-TZVPD basis) of C7H28O7 as an isolated structure in a non-equilibrium geometry.

Structure (XYZ):
```
42
Properties=species:S:1:pos:R:3:forces:R:3:mulliken_charge:R:1
C -2.173724 1.507378 32.425494 0.2 0.5 -0.4 -0.8260
H -2.767920 2.405140 32.255052 -0.2 -0.1 -0.2 0.3418
C 0.226586 0.755862 28.812644 -1.0 2.8 -0.5 -0.3236
O -1.874246 -0.022876 26.979798 -2.7 1.2 -3.1 -0.7596
H 0.148005 -0.683963 31.498031 0.3 -0.1 -0.5 0.2241
O 2.873260 -1.206130 28.309039 4.9 0.3 3.3 -0.7392
C -0.225840 -1.633723 31.115539 -0.2 -1.3 2.7 -0.7622
H -0.025435 -2.413728 26.236420 -0.2 0.0 0.4 0.2368
H -1.676269 1.701558 33.375731 0.4 -0.3 -0.1 0.3004
H -2.840948 0.651243 32.525308 0.2 0.0 -0.2 0.2490
C 3.564247 0.037814 28.049139 -0.2 -2.5 -0.6 -0.8587
H 0.247700 3.432554 27.689040 0.0 0.1 -0.2 0.2889
H -1.428632 -1.388331 25.630407 0.4 0.1 -1.1 0.2084
H -0.521020 -0.955348 29.297844 -1.1 -0.1 0.0 0.6105
H 3.549501 0.110195 26.961640 -0.2 1.0 -0.2 0.2596
O 1.070109 -0.903335 27.148073 3.0 -2.1 -6.8 -1.0807
H 1.566842 -2.830266 26.772811 0.1 -0.1 0.4 0.3695
H 1.708779 4.245051 28.293262 0.1 -0.3 0.2 0.2343
H -0.113708 -2.683210 29.415211 -0.2 -0.4 0.8 0.1753
H -0.238805 3.223735 30.068368 0.2 0.4 -0.1 0.2998
C -1.109895 -0.366172 25.834564 -1.3 1.2 -0.4 -0.7250
H 0.143416 4.912064 28.651822 -0.1 0.1 0.1 0.3507
C 0.687710 -2.245455 27.043399 0.3 -0.3 -0.6 -0.7597
H -1.346085 2.065839 30.742205 -0.3 -0.2 0.1 0.0769
H 2.063021 -1.178756 27.794881 0.3 0.6 -0.2 1.2033
C 0.680945 3.971480 28.531620 -0.2 0.5 -0.6 -0.6754
H 0.327602 -2.509486 28.037739 0.1 -0.8 -1.4 0.1164
H 1.316035 0.774510 28.842103 -0.2 -1.0 1.0 0.1260
H 0.102632 1.402787 27.944187 -0.5 0.0 -0.2 0.1517
O 0.011310 -1.802304 29.775716 2.9 -5.9 5.1 -0.4162
O -0.403147 -0.481021 28.471582 -2.8 8.3 2.2 -0.6591
O -1.225247 1.316781 31.330366 -1.0 0.2 1.3 -0.4379
H -1.298943 0.352525 25.037148 -0.4 -0.3 -0.4 0.3421
H -1.300876 -1.632277 31.295549 -0.1 -0.2 0.3 0.2796
H -0.061021 -0.234330 26.100205 -0.7 -0.3 -1.2 0.3625
H 3.136684 0.882647 28.589073 0.3 0.2 -0.1 0.2752
H -1.249256 -0.376085 27.617158 -1.6 0.4 0.5 0.6878
H -0.257555 1.319249 29.610335 0.6 -1.4 -0.4 -0.0706
H 0.471984 -0.484546 27.771337 0.8 -1.2 -0.9 1.1196
H 4.619513 -0.127993 28.265992 0.0 0.3 0.5 0.3013
H 0.263262 -2.472292 31.611188 -0.2 0.3 0.7 0.3568
O 0.638594 3.167115 29.682930 0.5 0.6 0.7 -0.4544
```
Positions in Å, forces in eV/Å.

Results
HOMO level	-8.2	eV
ΔE to the lowest compared entry with this formula, charge and spin	1247.4	kJ/mol
molar mass	224.3	g/mol
E	-809.69599	Eh

=====

The following is a DFT calculation (the ωB97M-V functional and the def2-TZVPD basis) of C27H20Cl2KN8O2 as an isolated structure.

Structure (XYZ):
```
60
Properties=species:S:1:pos:R:3:forces:R:3:mulliken_charge:R:1
C -2.843369 -1.073099 -4.547379 0.0 0.0 0.0 -0.0774
H -0.732694 -1.200438 -4.717301 0.0 0.0 0.0 0.5412
C 3.446118 1.762198 4.360305 0.0 0.0 0.0 -0.6070
C 2.769690 2.594176 -0.959085 0.0 0.0 0.0 -0.1672
C -3.771591 0.467664 2.759006 -0.1 0.0 0.0 -0.5170
Cl -3.076639 -1.414582 -6.243634 0.0 0.0 0.0 -0.2678
C 3.877279 -1.033232 -0.698217 0.0 0.0 0.0 -0.1789
H 5.651972 -0.301066 -3.468784 0.0 0.0 0.0 0.4416
N -1.493901 -0.028961 2.299204 0.2 0.0 0.0 -0.0320
H 4.169680 1.434670 5.094506 0.0 0.0 0.0 0.3874
H -4.514432 -0.400634 -1.713008 0.0 0.0 0.0 0.7653
C -3.676615 -0.580920 -2.362290 0.0 0.0 0.0 -0.8006
C 4.999478 -0.804021 -1.476869 0.0 0.0 -0.1 -0.6521
Cl -5.551940 -0.843803 -4.287256 0.0 0.0 0.0 -0.2617
H 3.337465 2.545992 -0.034347 0.0 0.0 0.0 0.3513
N 2.139477 1.236834 2.424931 0.0 0.0 0.0 0.2846
N 2.714321 2.910610 -3.312428 0.0 0.0 0.0 -0.5977
C -2.385833 -0.549495 -1.810719 0.0 0.0 0.1 -0.0578
C 2.441018 -0.656516 -2.450755 -0.1 0.0 0.5 0.4468
H 0.929611 2.718065 1.679889 0.0 0.0 0.0 0.4187
H 5.116548 2.954467 -3.191661 0.0 0.0 0.0 0.3139
O -4.368845 0.014974 0.205637 0.0 0.0 0.0 -0.8455
K 0.402833 -0.072005 0.292279 0.1 -0.1 0.2 0.8736
N 2.630382 -0.971725 -1.158297 -0.1 0.1 -0.3 -0.2924
C 3.514444 -0.404325 -3.306603 0.1 0.0 0.1 -0.5684
H 0.844947 2.686926 -4.155506 0.0 0.0 0.0 0.3772
N 0.034780 -0.798306 -2.202907 0.1 0.0 -0.4 -0.1215
H -4.271478 0.941333 4.788783 0.0 0.0 0.0 0.3880
C 1.026243 -0.503824 -3.028930 -0.1 0.0 0.1 0.3177
H 1.549966 4.391443 3.411755 0.0 0.0 0.0 0.3892
C -3.486762 0.666276 4.093808 -0.1 0.0 0.0 -0.3389
H -0.188597 0.038451 3.885538 0.0 0.0 0.0 0.4181
H 3.984514 -1.280256 0.354843 0.0 0.0 0.0 0.3856
C -1.556229 -1.031264 -4.044941 0.0 -0.1 0.0 -0.4237
C 1.636057 2.469881 2.464334 0.0 0.0 0.0 -0.0080
H -1.900626 0.653471 5.567632 0.0 0.0 0.0 0.3694
C 1.405537 2.691923 -3.230898 0.0 -0.1 0.0 -0.3177
H 3.282300 -0.138364 -4.327340 0.0 0.0 0.0 0.4175
H 3.415540 -0.110970 3.304748 0.0 0.0 0.0 0.3758
C -2.747596 0.116362 1.873979 0.0 0.0 -0.2 0.3248
C 2.914752 3.042286 4.393116 0.0 0.0 0.0 -0.1776
C -1.227483 0.163759 3.590993 0.1 0.0 0.0 -0.1138
N 1.464252 2.391096 -0.884480 -0.1 0.0 -0.1 -0.1608
H 5.989325 -0.879237 -1.044937 0.0 0.0 0.0 0.3949
C -3.137483 -0.085799 0.390293 0.1 0.0 0.2 0.1689
C -2.179224 0.510228 4.531862 0.1 0.0 0.0 -0.7987
N 4.769734 3.077450 -2.252129 0.0 0.0 0.0 -0.5675
C 0.773183 2.429798 -2.024747 0.0 0.0 0.0 -0.3240
H -4.764689 0.569492 2.347853 0.0 0.0 0.0 0.4385
C -3.905607 -0.835803 -3.702407 0.0 0.0 0.0 0.1007
H -0.287673 2.215409 -1.985474 0.0 0.0 0.0 0.4693
C 4.804523 -0.486113 -2.818409 0.0 0.0 0.1 -0.4536
C 3.402600 2.844136 -2.179431 -0.1 0.0 0.0 0.2772
N -2.131853 -0.319406 -0.443817 -0.3 0.0 -0.1 0.0886
H 3.216096 3.745190 5.159515 0.0 0.0 0.0 0.3794
C 1.991219 3.404354 3.426869 0.0 0.0 0.0 -0.9874
C -1.282447 -0.776317 -2.697570 0.0 0.1 0.1 -0.2361
O 1.014840 -0.068060 -4.202954 0.0 0.0 0.0 -0.8232
C 3.025503 0.899951 3.359503 0.0 0.0 0.0 -0.3866
H 5.317108 2.581380 -1.566720 0.0 0.0 0.0 0.2578
```
Positions in Å, forces in eV/Å.

Results
HOMO level	-3.7	eV
ΔE to the lowest compared entry with this formula, charge and spin	0.0	kJ/mol
molar mass	598.5	g/mol
net charge	-1
E	-3149.92072	Eh

=====

The following is a DFT calculation (the ωB97M-V functional and the def2-TZVPD basis) of C5H10N2 as an isolated structure in a non-equilibrium geometry.

Structure (XYZ):
```
17
Properties=species:S:1:pos:R:3:forces:R:3:mulliken_charge:R:1
H -0.502794 1.397669 -1.306934 -0.1 -0.3 -0.2 0.3217
C -0.953120 -0.485406 -0.253453 -3.8 0.3 1.1 -0.1266
H -1.968964 -0.724365 1.615693 0.1 -0.5 -0.2 0.3442
N -1.462412 1.269521 1.312397 0.2 2.8 0.2 -0.5154
H -2.345883 1.775342 1.305510 0.3 -0.1 0.2 0.2050
C -0.346374 0.322230 -1.326484 2.9 -1.2 3.1 -0.8777
H -0.227713 -0.197171 -2.274047 0.0 0.3 0.1 0.2961
C 1.027110 0.008180 -0.281561 1.2 3.0 -3.0 0.8121
H 0.944326 1.786758 0.437653 0.2 -0.2 -0.4 0.3047
H 2.876269 -1.027590 -0.552341 -0.2 0.1 0.1 0.4008
H 1.634512 -1.951790 0.310052 0.1 -0.1 -0.1 0.2585
N 1.569457 0.978924 0.357802 -1.0 -1.1 0.4 -0.7888
C -1.534758 -0.028962 0.905422 0.8 -2.7 -1.6 -0.3061
H 1.511991 -1.734036 -1.451763 0.0 0.0 0.1 0.3106
C 1.810007 -1.257373 -0.516214 -0.4 -0.2 0.2 -1.2036
H -0.954966 1.411756 2.181694 -0.3 0.0 -0.1 0.2330
H -1.076688 -1.543686 -0.463426 0.2 0.0 0.1 0.3315
```
Positions in Å, forces in eV/Å.

Results
HOMO level	-7.9	eV
ΔE to the lowest compared entry with this formula, charge and spin	255.9	kJ/mol
molar mass	98.1	g/mol
E	-305.92638	Eh

=====

The following is a DFT calculation (the ωB97M-V functional and the def2-TZVPD basis) of a 2-piece molecular cluster, C8H10N4 overall in a non-equilibrium geometry.

Structure (XYZ):
```
22
Properties=species:S:1:pos:R:3:forces:R:3:mulliken_charge:R:1
N -1.800335 2.335434 -0.309144 -0.3 2.6 -0.6 -0.7724
H 2.634886 1.921556 0.686870 0.6 0.8 -0.2 0.2326
N -0.710916 2.268068 0.451127 0.4 -1.2 0.5 0.4160
H -4.901823 -0.779654 -1.027730 1.1 0.8 0.3 0.3221
C 1.622869 -0.311586 -1.597867 0.2 1.3 1.1 -0.4645
H 0.776545 -0.984747 -1.440433 0.1 0.0 -1.2 0.1668
H 3.989095 0.900300 -0.212400 0.2 1.5 -1.3 0.3664
C -2.351381 1.179061 -0.177438 1.3 -1.6 0.7 0.6292
C -1.992468 -1.030462 0.903687 0.4 1.5 1.3 -0.4053
C -0.475904 1.104500 1.041201 0.5 -2.3 1.2 -0.7653
N -1.500503 0.350387 0.598406 -2.5 0.5 -0.6 0.4351
C -3.363123 -1.337060 0.312726 1.6 0.3 0.1 -0.4459
C -3.921533 -0.464841 -0.567755 -1.5 -0.1 0.5 -0.1154
H -2.115073 -1.050544 2.045471 0.8 -0.7 -1.6 0.2875
C 2.997063 1.020698 0.220032 -0.5 -0.2 -0.7 -0.9491
H 2.194842 -0.007897 -2.488819 -0.5 -1.0 -0.2 0.2679
H 0.006351 2.914471 0.662450 -0.1 1.7 -0.8 0.2409
H 3.342613 0.432477 1.011418 -0.6 -1.5 2.1 0.2637
C 1.920681 0.358736 -0.509136 0.6 -1.0 0.4 0.1340
N -3.500323 0.822574 -0.706949 -1.4 -0.8 -1.4 -0.5159
H -3.817961 -2.264253 0.670807 0.1 0.3 -0.5 0.3545
H -1.176571 -1.596103 0.423793 -0.6 -0.9 1.0 0.3167
```
Positions in Å, forces in eV/Å.

Results
HOMO level (spin up / spin down)	-8.5 / -7.2	eV
ΔE to the lowest compared entry with this formula, charge and spin	712.6	kJ/mol
molar mass	162.2	g/mol
E	-529.60046	Eh

=====

- The lowest molar mass belongs to which entry?
  C5H10N2

=====

- E of number 4 (C5H10N2)?
  -305.92638 Eh

=====

- Number 3 is which compound?
  C27H20Cl2KN8O2

=====

- Which formula does entry 5 have?
  C8H10N4